# 1
100
Properties=species:S:1:pos:R:3:forces:R:3:mulliken_charge:R:1 method="wB97M-V/def2-TZVPD" max_force_ev_per_a=2.59 total_charge=-1 homo_lumo_gap_ev=7.84 e_lumo_ev=2.12
Cl -3.3798 2.0661 -0.2745 1.3 0.9 -0.5 1.609
O -3.2121 0.7885 -0.8764 0.8 -1.4 -0.4 -0.646
O -2.4069 3.0196 -0.7977 -0.1 -0.4 0.2 -0.668
O -4.6787 2.5087 -0.6484 -1.5 0.8 0.5 -0.646
O -3.1888 1.9628 1.1514 -0.4 0.1 0.2 -0.650
C 8.7108 6.3226 5.6704 0.6 -0.2 0.2 -0.789
O 7.5430 6.1294 4.9241 0.6 -0.7 0.4 -0.288
C 7.3494 7.1319 3.9894 -0.4 -0.3 -1.9 -0.771
C 6.4507 6.5932 2.8489 -0.2 0.4 1.5 -0.321
N 7.0137 5.6694 1.9078 1.6 1.1 0.5 -0.366
C 6.0586 5.1536 0.9953 0.1 -2.4 -0.2 -0.905
C 4.9797 4.1778 1.6169 0.7 0.1 -0.8 -0.428
O 5.5661 3.0709 2.3403 -0.2 1.4 0.4 -0.338
C 4.5893 2.1231 2.7916 0.9 0.1 -0.5 -0.731
H 8.7493 7.3239 6.0994 -0.1 0.1 0.4 0.307
H 9.6273 6.2182 5.0896 0.0 0.1 -0.6 0.328
H 8.8199 5.5373 6.4184 -0.5 0.2 0.2 0.255
H 8.2544 7.4624 3.4797 0.7 -0.1 0.2 0.378
H 6.9407 8.0246 4.4629 -0.4 0.1 0.0 0.419
H 6.1499 7.5044 2.3319 -0.6 -0.2 -0.2 0.292
H 5.6511 6.0275 3.3272 -0.8 0.8 0.4 0.254
H 7.4780 4.9194 2.3998 0.0 -0.2 0.0 0.307
H 6.6793 4.5664 0.3185 -0.3 -0.3 -0.3 0.376
H 5.6099 5.9179 0.3608 -0.3 0.2 0.4 0.383
H 4.4386 3.7316 0.7825 -0.4 0.2 -0.1 0.448
H 4.3071 4.7952 2.2122 -0.3 -0.4 0.4 0.346
H 3.6859 2.5732 3.2032 -0.1 0.2 -0.2 0.316
H 5.0484 1.5193 3.5744 0.1 0.1 0.0 0.242
H 4.4053 1.4831 1.9287 -0.7 -0.2 0.1 0.286
C 3.8677 -7.0352 0.6497 -0.9 0.3 0.2 -0.744
O 2.5225 -7.2300 1.1597 0.6 -0.1 -1.1 -0.317
C 1.6689 -6.1967 0.6693 0.1 1.1 0.8 -0.532
C 0.1684 -6.4051 0.9283 0.1 -1.2 -0.6 -0.902
N -0.2606 -6.7474 2.2916 0.6 2.0 -0.9 -0.384
C 0.2386 -5.6259 3.1173 -0.7 -0.6 1.6 -0.321
C -0.2460 -5.7505 4.5535 1.2 -1.1 -0.8 -0.821
O 0.6761 -6.6750 5.1608 -0.2 0.0 -0.7 -0.268
C 0.5510 -6.6713 6.5419 -0.8 -0.2 0.2 -0.759
H 3.8255 -6.9555 -0.4366 0.1 -0.3 -0.2 0.306
H 4.5503 -7.8194 0.9773 -0.5 -0.2 0.0 0.250
H 4.2945 -6.0911 0.9884 -0.1 0.2 0.3 0.315
H 1.7791 -5.8934 -0.3718 0.2 -0.9 -0.6 0.481
H 2.0276 -5.2780 1.1335 -0.2 0.3 0.5 0.376
H -0.1980 -7.1611 0.2338 0.1 -0.4 0.1 0.388
H -0.3629 -5.5244 0.5674 0.1 0.4 0.3 0.399
H 0.1391 -7.6422 2.5358 0.3 0.1 0.4 0.302
H -0.1553 -4.6622 2.7944 0.0 -0.2 -0.7 0.422
H 1.3222 -5.5696 3.2208 0.2 0.1 -0.4 0.199
H -1.2423 -6.1894 4.4992 -0.3 0.2 0.6 0.347
H -0.1809 -4.7808 5.0470 -0.3 0.0 0.2 0.434
H -0.4852 -6.8928 6.7974 -0.4 0.2 0.3 0.305
H 0.8061 -5.6706 6.8905 0.2 -0.1 0.7 0.293
H 1.1029 -7.4943 6.9961 0.5 0.3 -0.1 0.230
C -9.8562 3.3625 4.2647 0.0 0.5 1.1 -0.389
C -10.2770 4.7604 3.9375 0.1 0.6 0.5 -0.390
O -10.9685 5.3718 5.0940 0.5 -0.9 -1.2 -0.530
O -11.0138 2.5597 4.4265 0.3 -0.7 -0.5 -0.523
H -9.2753 3.3598 5.1870 0.1 0.0 0.2 0.264
H -9.1733 3.0074 3.4930 -0.5 -0.4 -0.2 0.330
H -10.9052 4.6304 3.0562 -0.5 0.6 0.0 0.263
H -9.4132 5.3717 3.6763 0.0 0.0 0.0 0.366
H -10.8793 6.3246 5.0182 0.0 0.0 -0.1 0.291
H -11.6623 3.0528 4.9344 0.1 0.2 0.1 0.319
C -7.2512 -5.5175 2.2773 0.5 0.5 -1.0 -0.456
C -7.4634 -3.9846 2.3042 -0.2 -0.9 1.0 -0.357
O -8.3219 -3.6955 3.4190 -0.2 0.1 -0.4 -0.523
O -8.4008 -6.2863 1.8793 0.6 0.9 0.3 -0.517
H -6.8304 -5.9188 3.1992 -0.2 0.4 0.4 0.283
H -6.4634 -5.6897 1.5439 -0.1 -0.2 -0.3 0.312
H -7.9161 -3.6053 1.3880 0.0 -0.3 -0.2 0.297
H -6.5443 -3.4284 2.4888 0.4 -0.4 -0.3 0.333
H -8.4748 -2.7517 3.3333 -0.3 0.1 0.4 0.301
H -9.0905 -5.9521 2.4574 -0.4 -0.1 0.0 0.326
C -3.7762 3.0279 -8.6467 0.8 -0.5 0.8 -0.341
C -3.7418 3.9001 -7.3872 0.3 -1.3 -0.5 -0.425
O -4.9583 3.8475 -6.7107 -0.7 0.4 0.1 -0.530
O -3.7164 1.6133 -8.3385 -0.1 0.8 0.0 -0.513
H -2.8417 3.2941 -9.1408 0.0 0.1 -0.6 0.280
H -4.6417 3.2061 -9.2848 0.0 0.4 0.1 0.324
H -3.4230 4.8857 -7.7263 -0.5 0.5 0.1 0.254
H -2.9361 3.5443 -6.7451 0.2 -0.2 0.0 0.318
H -4.8337 3.6839 -5.7730 0.1 0.0 0.0 0.342
H -3.7236 1.1834 -9.1968 0.0 -0.3 0.1 0.290
C 3.8119 -0.9126 -5.7400 0.8 -0.2 -0.1 -1.386
C 2.6255 -0.5055 -6.5808 -0.6 0.7 0.3 0.671
C 2.8435 -0.5858 -8.1004 1.1 0.0 0.2 -0.796
O 4.0686 0.1347 -8.4524 -1.4 -0.9 2.0 -0.274
C 4.5391 0.0355 -9.7373 0.7 0.6 -0.7 -0.750
N 1.4197 -1.3217 -6.2257 0.9 0.3 -1.2 -0.694
H 4.7185 -0.3251 -5.8849 -0.3 0.4 -0.5 0.322
H 4.1483 -1.9223 -5.9754 -0.3 -0.3 0.3 0.334
H 3.6081 -0.7785 -4.6777 -0.3 -0.4 0.0 0.373
H 2.4730 0.5589 -6.4018 -0.2 0.3 0.3 0.154
H 2.0194 -0.1423 -8.6593 -0.2 0.1 0.0 0.349
H 2.8705 -1.6553 -8.3091 0.4 -0.2 -0.5 0.384
H 5.4005 0.7023 -9.7752 0.1 0.1 -0.1 0.251
H 3.8326 0.4281 -10.4687 -0.3 -0.3 -0.3 0.287
H 4.9465 -0.9370 -10.0136 -0.4 -0.4 0.0 0.297
H 0.6412 -0.9472 -6.7491 -0.3 -0.1 0.1 0.229
H 1.1571 -1.3438 -5.2507 0.4 0.3 0.1 0.250

# 2
92
Properties=species:S:1:pos:R:3:forces:R:3:mulliken_charge:R:1 method="wB97M-V/def2-TZVPD" max_force_ev_per_a=3.98 smiles=COC[C@H](C)N.COC[C@H](C)N.COC[C@H](C)N.COC[C@H](C)N.COCCNCCOC total_charge=0 homo_lumo_gap_ev=9.16 e_above_lowest_kcal_mol=68.8 e_lumo_ev=0.67
C 1.8883 -1.5763 2.9741 1.9 -1.0 -0.3 -0.270
O 0.5893 -1.2089 2.7918 -1.9 -0.5 0.2 -0.321
C 0.0739 -0.2461 3.7122 2.4 0.1 -0.1 -0.859
C 0.6829 1.1163 3.2836 -2.6 -0.9 0.0 0.318
N -0.3270 1.6973 2.4035 1.1 1.5 0.1 -0.471
C 0.2341 2.8736 1.7020 -1.0 -0.8 -0.6 -0.127
C -0.8434 3.4995 0.8299 -1.0 1.6 -1.7 -0.509
O -0.3336 3.9590 -0.4148 2.1 1.8 -2.1 -0.300
C -1.2500 4.6420 -1.3041 -0.6 -1.5 0.8 -0.493
H 2.5718 -0.7294 3.0352 0.2 0.1 -0.2 0.056
H 2.1704 -2.2615 2.1747 0.0 0.5 -0.7 0.118
H 2.1626 -2.2432 3.7914 -0.8 0.2 1.1 0.339
H 0.4873 -0.3903 4.7104 -0.2 -0.7 0.3 0.345
H -1.0070 -0.3858 3.7241 0.1 0.6 -0.1 0.363
H 1.6277 0.9445 2.7679 0.1 0.1 0.3 -0.142
H 0.8004 1.7123 4.1887 0.2 0.4 -0.2 0.198
H -0.6731 0.9773 1.7855 0.1 0.1 -0.4 0.284
H 1.0941 2.6951 1.0565 0.1 -0.6 -0.2 -0.019
H 0.6455 3.5531 2.4484 -0.5 0.2 0.2 0.406
H -1.2842 4.3908 1.2765 -0.3 -0.2 0.7 0.247
H -1.6368 2.9355 0.3393 -0.6 -1.4 1.8 0.180
H -1.9715 3.9113 -1.6696 -0.6 -0.3 0.4 -0.025
H -0.8950 4.9630 -2.2834 1.3 0.2 0.6 0.293
H -1.8055 5.4520 -0.8313 0.2 0.1 0.2 0.343
C 3.2563 1.1417 6.2461 0.8 -0.6 -0.2 -1.128
C 4.1928 2.2686 5.7659 -2.0 0.3 -1.2 0.357
C 4.7895 2.0727 4.2733 0.2 -1.0 1.9 -0.850
O 3.9050 1.4341 3.3374 0.6 1.5 1.2 -0.122
C 4.3860 1.6381 2.0287 -0.8 -1.3 -0.5 -0.543
N 3.3989 3.5099 5.8215 0.6 0.2 0.2 -0.692
H 2.6244 1.3499 7.1095 0.3 0.7 0.0 0.415
H 3.8769 0.3052 6.5675 -0.1 -0.3 -0.3 0.383
H 2.5816 0.8205 5.4526 0.2 -0.1 -0.1 -0.027
H 4.9445 2.4581 6.5322 0.6 -0.4 -0.5 0.360
H 5.7123 1.4926 4.2859 0.2 -0.5 0.3 0.379
H 5.1666 3.0538 3.9845 -0.6 0.4 -0.5 0.410
H 3.6099 1.2194 1.3880 -0.3 0.6 -0.2 -0.072
H 5.1951 0.9497 1.7844 0.8 0.3 0.3 0.332
H 4.6146 2.6788 1.7991 0.0 0.0 0.0 0.372
H 2.5184 3.4925 5.3271 0.1 -0.2 -0.3 0.241
H 3.9855 4.2397 5.4427 -0.3 0.4 -0.1 0.235
C -1.8300 1.6762 -3.6026 -0.8 -0.1 0.2 -1.880
C -2.5649 1.0430 -2.4194 1.0 -2.5 -0.4 1.383
C -4.0445 0.9391 -2.5829 -0.2 1.7 1.0 -1.167
O -4.7381 0.4029 -1.4403 1.8 -0.9 0.1 -0.345
C -6.0733 0.7573 -1.5263 -0.3 1.6 -0.3 -0.790
N -2.0813 -0.3049 -2.1955 1.8 -0.8 1.6 -0.220
H -1.9382 1.0683 -4.5009 0.0 -0.1 0.0 0.429
H -0.7689 1.7586 -3.3673 -0.2 0.3 -0.1 0.532
H -2.2810 2.6435 -3.8239 0.3 0.2 0.0 0.498
H -2.2630 1.5640 -1.5108 -0.5 0.4 0.1 -0.388
H -4.3334 0.3642 -3.4628 0.0 0.4 -0.3 0.312
H -4.1826 2.0203 -2.5915 -1.7 0.3 -0.7 0.658
H -6.0339 1.8377 -1.3871 -0.8 0.5 -0.4 0.313
H -6.7610 0.4315 -0.7459 0.6 -0.8 0.1 0.270
H -6.4306 0.5115 -2.5263 -0.5 0.0 0.0 0.321
H -2.5017 -0.6174 -1.3319 0.2 -0.1 0.2 0.376
H -2.2563 -1.0636 -2.8389 -0.4 0.8 -0.7 -0.117
C -0.3365 -4.7172 -3.4908 -0.5 1.5 -1.5 -1.489
C -1.6302 -4.0400 -3.0476 -0.2 0.9 0.0 1.254
C -2.4962 -3.2496 -4.1601 0.7 -1.8 0.9 -1.008
O -3.4519 -2.2890 -3.7145 0.5 0.0 1.0 -0.335
C -4.3208 -2.4860 -2.5678 -0.7 -0.2 -1.0 -0.576
N -2.3310 -5.0853 -2.3741 -1.3 -0.4 -0.8 -0.579
H 0.1891 -3.9790 -4.0966 0.6 -0.2 -0.1 0.321
H -0.6400 -5.5336 -4.1462 0.3 -0.2 0.2 0.456
H 0.3018 -5.0309 -2.6648 -0.3 -0.1 0.0 0.294
H -1.4234 -3.2472 -2.3288 0.5 0.5 0.1 -0.105
H -3.0364 -3.9223 -4.8262 0.1 -0.5 0.1 0.366
H -1.7441 -2.7662 -4.7836 -0.2 0.5 0.1 0.344
H -4.5159 -3.5175 -2.2743 0.2 -0.1 -0.3 0.372
H -5.2618 -2.0826 -2.9417 -0.2 -0.1 0.2 0.219
H -4.1143 -1.9209 -1.6589 0.7 0.1 -0.3 0.213
H -1.8525 -5.3726 -1.5324 -0.7 0.1 0.2 0.237
H -3.3153 -4.8588 -2.3713 0.2 -0.6 1.1 0.178
C 1.4457 0.1493 -0.3534 0.3 -0.6 -1.9 -0.850
C 1.7996 -0.5372 -1.7525 -1.5 2.3 -1.5 0.217
C 1.5440 -2.0114 -1.9155 1.2 1.0 1.0 -0.509
O 2.7407 -2.4315 -1.3127 0.0 -3.8 1.0 -0.419
C 2.6107 -3.8572 -1.0602 1.1 0.5 0.3 -0.883
N 1.1063 0.2304 -2.8762 0.0 0.1 1.6 -0.747
H 1.6444 1.2105 -0.5034 0.1 0.0 0.1 0.243
H 2.0526 -0.2391 0.4644 -0.1 -0.1 -0.1 0.283
H 0.3841 0.0587 -0.1232 0.0 -0.3 0.0 0.162
H 2.8565 -0.3802 -1.9680 0.1 -0.2 0.4 0.266
H 1.5457 -2.3896 -2.9378 -0.3 0.3 -0.3 0.452
H 0.6746 -2.3848 -1.3744 -0.3 0.1 0.0 0.187
H 1.7367 -4.1043 -0.4576 -0.3 0.2 0.0 0.323
H 3.4721 -4.2056 -0.4903 0.2 0.3 0.0 0.332
H 2.6030 -4.4525 -1.9732 -0.2 0.2 -0.3 0.342
H 0.9087 -0.3718 -3.6626 0.4 -0.3 -0.2 0.326
H 0.1771 0.3765 -2.5083 -0.4 0.2 0.0 -0.077

| no. | DFT total energy (eV) | M (Da) |
| --- | --- | --- |
| 1 | -71463.7663 | 641.2 |
| 2 | -43498.8069 | 489.7 |